1.
60
Properties=species:S:1:pos:R:3:mulliken_charge:R:1 method="wB97M-V/def2-TZVPD" largest_force_ev_per_a=2.54 total_energy_ha=-1150.4600 charge=+1 homo_energy_ev=-12.17
C -0.09587 2.43041 -1.91255 -1.505
C -0.80412 1.10543 -1.43346 -0.177
N -1.99617 0.90975 -2.27837 -0.340
C -2.79921 -0.27627 -1.89645 0.335
C -3.62768 -0.67884 -3.20457 -0.948
N -4.60153 0.34554 -3.62054 -0.613
C -1.97231 -1.55631 -1.50801 -0.820
N -0.63561 -1.29246 -0.88826 0.326
O 0.05933 -2.50171 -0.87086 -0.402
C 0.10034 -0.21151 -1.64161 0.647
O 0.10554 -0.49361 -3.03843 -0.464
C 1.61487 -0.03680 -1.19205 -0.776
C 2.55648 -0.12948 -2.46610 -0.296
N 2.91826 0.88272 -3.16364 -0.637
H 0.81893 2.70769 -1.33683 0.245
H 0.16423 2.43869 -2.99648 0.358
H -0.82139 3.27599 -1.75079 0.457
H -1.15205 1.13588 -0.35536 0.387
H -2.63614 1.70215 -2.18102 0.453
H -3.59031 -0.01376 -1.13221 0.362
H -4.07726 -1.70411 -3.08815 0.346
H -2.87803 -0.78253 -4.03996 0.388
H -4.08929 1.07697 -4.10944 0.315
H -4.99975 0.72654 -2.76140 0.293
H -1.84876 -2.23123 -2.38509 0.280
H -2.58040 -2.10727 -0.71801 0.197
H -0.72609 -0.96448 0.08591 0.622
H 0.36556 -2.67902 0.03224 0.379
H 0.17717 -1.44941 -3.18489 0.461
H 1.78638 0.92501 -0.62861 -0.114
H 1.98385 -0.85535 -0.51042 0.402
H 2.93191 -1.14492 -2.74515 0.410
H 2.47000 1.69527 -2.71897 0.320
C 2.12607 1.95112 3.33939 -1.013
C 1.91600 2.17021 1.85455 0.026
O 0.54261 2.39719 1.57518 -0.449
H 1.53619 1.10095 3.68829 0.291
H 3.17807 1.76416 3.56437 0.165
H 1.79629 2.82348 3.90905 0.363
H 2.22645 1.29020 1.29041 0.158
H 2.49830 3.02790 1.50276 0.253
H 0.26965 3.17870 2.06649 0.275
C -6.17029 -2.65366 1.17141 -1.262
C -4.81277 -2.53288 0.50926 -0.015
O -3.98796 -1.62831 1.24421 -0.515
H -6.65677 -1.67818 1.22588 0.317
H -6.81528 -3.33845 0.61850 0.360
H -6.06875 -3.01868 2.19649 0.350
H -4.91474 -2.14782 -0.50779 0.204
H -4.31213 -3.50632 0.46142 0.281
H -3.89571 -1.97836 2.13661 0.300
C 7.03775 -0.34232 3.25631 -1.050
C 6.43123 0.94884 3.77147 -0.158
O 5.40901 0.67627 4.72709 -0.516
H 6.27009 -0.96887 2.79699 0.269
H 7.81672 -0.14168 2.51814 0.317
H 7.47285 -0.91904 4.07647 0.332
H 5.97953 1.51164 2.95299 0.259
H 7.19500 1.57613 4.24118 0.274
H 5.81173 0.18882 5.45239 0.292

---

2.
16
Properties=species:S:1:pos:R:3:mulliken_charge:R:1 method="wB97M-V/def2-TZVPD" relative_energy_ev=0.725 largest_force_ev_per_a=5.14 total_energy_ha=-413.4387 charge=+1 homo_energy_ev=-14.03
C 0.97762 1.68864 0.72421 -1.074
N 0.66934 0.47425 0.04202 0.123
C 1.75910 -0.19609 -0.47150 -0.215
C 1.19090 -1.32321 -1.05217 -0.498
N -0.18870 -1.33702 -0.82671 -0.062
C -0.44658 -0.19404 -0.10696 0.355
N -1.88124 0.09928 0.43948 -0.118
C -2.90287 -0.76900 0.20105 0.258
N -3.85300 -1.40455 0.05062 -0.310
H 1.20804 1.33190 1.66980 0.482
H 1.81935 2.22660 0.30911 0.355
H 0.19926 2.38676 0.74030 0.385
H 2.72722 0.08511 -0.11531 0.423
H 1.63798 -1.94650 -1.72604 0.449
H -0.93414 -2.00877 -0.91161 0.220
H -1.98227 0.88664 1.03371 0.226

---

3.
13
Properties=species:S:1:pos:R:3:mulliken_charge:R:1 method="wB97M-V/def2-TZVPD" relative_energy_ev=1.295 largest_force_ev_per_a=5.11 total_energy_ha=-758.8488 charge=0 homo_energy_ev=-9.58
C 0.34706 -0.92265 -0.31621 -0.725
C 0.09139 0.50203 -0.49666 -0.565
C -1.45726 1.16866 0.16252 -0.601
P -2.75676 0.17360 0.10875 0.943
F -4.15860 0.84440 0.55604 -0.242
F -3.25620 -0.28476 -1.34987 -0.285
F -3.26032 -1.25694 0.58411 -0.253
H -0.50681 -1.33538 0.12379 0.228
H 1.25699 -0.93909 0.37711 0.249
H 0.59065 -1.36888 -1.22386 0.276
H 0.74583 1.10356 0.08218 0.355
H 0.03170 0.84374 -1.52558 0.329
H -1.14311 1.51658 1.05837 0.291